--- a ---
{
  "formula": "C17H16BNO2",
  "method": "wB97M-V/def2-TZVPD",
  "symbols": ["C", "O", "C", "C", "C", "C", "C", "O", "C", "C", "C", "C", "C", "C", "C", "C", "C", "C", "H", "H", "H", "H", "H", "H", "H", "H", "H", "H", "H", "H", "H", "H", "B", "H", "H", "C", "N"],
  "positions_angstrom": [[6.317, 1.966, -0.262], [5.739, 0.672, -0.507], [4.385, 0.573, -0.527], [3.810, -0.723, -0.656], [2.434, -0.856, -0.710], [1.572, 0.287, -0.679], [0.135, 0.149, -0.790], [-0.592, 1.311, -0.653], [-1.973, 1.226, -0.527], [-2.622, -0.001, -0.478], [-4.021, -0.051, -0.493], [-4.758, 1.128, -0.507], [-4.082, 2.359, -0.492], [-2.688, 2.419, -0.459], [-1.728, -1.131, -0.139], [-0.536, -1.028, -1.000], [2.155, 1.538, -0.394], [3.530, 1.697, -0.378], [7.383, 1.762, -0.255], [6.062, 2.662, -1.068], [6.007, 2.381, 0.705], [4.473, -1.588, -0.724], [1.967, -1.847, -0.744], [-4.522, -1.015, -0.532], [-5.852, 1.114, -0.540], [-4.648, 3.294, -0.490], [-2.149, 3.367, -0.392], [-2.204, -2.109, -0.258], [-0.084, -1.881, -1.499], [1.506, 2.387, -0.184], [3.942, 2.700, -0.256], [-1.372, -0.891, 0.871], [-4.132, -4.515, 2.940], [-4.873, -3.790, 3.546], [-4.372, -5.361, 2.127], [-2.679, -4.203, 3.112], [-1.529, -3.998, 3.291]],
  "gap_ev": 5.993,
  "smiles": "COc1ccc(C2=CCc3ccccc3O2)cc1.BC#N",
  "homo_ev": -7.37
}

---

--- b ---
{
  "formula": "C17H16BNO2",
  "method": "wB97M-V/def2-TZVPD",
  "symbols": ["C", "O", "C", "C", "C", "C", "C", "O", "C", "C", "C", "C", "C", "C", "C", "C", "C", "C", "H", "H", "H", "H", "H", "H", "H", "H", "H", "H", "H", "H", "H", "H", "B", "H", "H", "C", "N"],
  "positions_angstrom": [[-5.348, -1.139, -3.597], [-5.190, -0.192, -2.507], [-3.929, -0.100, -1.992], [-3.727, 0.742, -0.870], [-2.466, 0.890, -0.328], [-1.313, 0.261, -0.894], [0.006, 0.487, -0.376], [0.979, -0.389, -0.801], [2.314, -0.022, -0.582], [2.590, 0.746, 0.555], [3.927, 0.698, 1.066], [4.968, 0.099, 0.327], [4.646, -0.616, -0.855], [3.310, -0.769, -1.248], [1.383, 0.994, 1.408], [0.342, 1.504, 0.505], [-1.535, -0.613, -1.980], [-2.789, -0.747, -2.556], [-6.422, -1.110, -3.778], [-4.781, -0.809, -4.487], [-5.017, -2.145, -3.280], [-4.589, 1.293, -0.493], [-2.400, 1.481, 0.588], [4.165, 1.113, 2.065], [6.021, 0.109, 0.689], [5.455, -1.107, -1.419], [3.032, -1.511, -2.007], [1.703, 1.550, 2.329], [-0.467, 2.010, 0.995], [-0.713, -1.211, -2.365], [-2.893, -1.331, -3.477], [0.955, -0.036, 1.533], [2.125, 0.146, 5.843], [2.974, -0.598, 5.422], [2.319, 1.324, 5.771], [0.697, -0.346, 5.640], [-0.336, -0.658, 5.157]],
  "gap_ev": 6.125,
  "smiles": "COc1ccc(C2=CCc3ccccc3O2)cc1.BC#N",
  "homo_ev": -7.58
}

---

Relative energies, in kJ/mol, with the most stable structure set to zero: a 0.0; b 80.1.

---

--- a ---
{
  "formula": "H6Si3",
  "method": "wB97M-V/def2-TZVPD",
  "symbols": ["Si", "Si", "Si", "H", "H", "H", "H", "H", "H"],
  "positions_angstrom": [[0.256, 1.344, 0.334], [0.930, -1.119, 0.386], [-0.760, -0.260, -0.989], [-0.304, 1.874, 1.715], [0.848, 2.335, -0.496], [2.214, -1.959, 0.430], [0.105, -1.537, 1.496], [-2.072, -0.649, -0.486], [-1.215, -0.030, -2.391]],
  "gap_ev": 8.732,
  "smiles": "[SiH2]1[SiH2][SiH2]1",
  "homo_ev": -8.44
}

---

--- b ---
{
  "formula": "H6Si3",
  "method": "wB97M-V/def2-TZVPD",
  "symbols": ["Si", "Si", "Si", "H", "H", "H", "H", "H", "H"],
  "positions_angstrom": [[-2.140, -0.224, -0.773], [1.248, -0.456, -0.075], [-0.644, 0.856, 0.562], [-2.188, 0.444, -2.100], [0.484, -1.816, 0.027], [2.392, -0.663, 0.856], [2.023, -0.377, -1.484], [-0.133, 2.071, 1.166], [-1.043, 0.165, 1.821]],
  "gap_ev": 6.950,
  "homo_ev": -8.56
}

---

Relative energies, in kJ/mol, with the most stable structure set to zero: a 0.0; b 76.6.

---

--- a ---
{
  "formula": "C7H14",
  "method": "wB97M-V/def2-TZVPD",
  "symbols": ["C", "C", "C", "C", "C", "C", "C", "H", "H", "H", "H", "H", "H", "H", "H", "H", "H", "H", "H", "H", "H"],
  "positions_angstrom": [[-0.489, 1.638, 0.376], [-0.536, 0.114, 0.201], [-1.277, -0.222, -1.098], [-1.327, -0.486, 1.375], [0.877, -0.504, 0.255], [2.131, 0.156, -0.250], [1.617, -1.085, -0.921], [0.083, 1.914, 1.270], [-0.024, 2.131, -0.485], [-1.502, 2.046, 0.482], [-2.304, 0.161, -1.050], [-0.797, 0.228, -1.976], [-1.324, -1.305, -1.258], [-0.859, -0.231, 2.333], [-2.356, -0.107, 1.391], [-1.369, -1.580, 1.302], [1.037, -1.056, 1.179], [2.051, 1.093, -0.796], [3.023, 0.086, 0.367], [2.153, -2.021, -0.784], [1.192, -0.969, -1.913]],
  "gap_ev": 11.134,
  "smiles": "CC(C)(C)C1CC1",
  "homo_ev": -10.16
}

---

--- b ---
{
  "formula": "C7H14",
  "method": "wB97M-V/def2-TZVPD",
  "symbols": ["C", "C", "C", "C", "C", "C", "C", "H", "H", "H", "H", "H", "H", "H", "H", "H", "H", "H", "H", "H", "H"],
  "positions_angstrom": [[1.359, -0.327, 1.661], [1.210, 0.971, 0.952], [2.251, 1.432, 0.191], [-1.183, 0.941, -0.341], [-1.621, -0.350, -0.383], [-1.695, -1.102, -1.669], [-0.580, -1.907, -1.156], [2.240, -0.893, 1.328], [1.463, -0.071, 2.718], [0.494, -0.994, 1.529], [0.332, 1.571, 1.118], [3.254, 1.184, 0.570], [1.728, 0.026, -1.105], [2.206, 2.398, -0.314], [-1.709, 1.645, 0.296], [-0.693, 1.309, -1.240], [-2.140, -0.783, 0.476], [-2.677, -1.544, -1.878], [-1.396, -0.449, -2.492], [0.272, -2.134, -1.777], [-0.831, -2.639, -0.393]],
  "gap_ev": [7.317, 7.675],
  "homo_ev": [-7.05, -7.37]
}

---

--- c ---
{
  "formula": "C7H14",
  "method": "wB97M-V/def2-TZVPD",
  "symbols": ["C", "C", "C", "C", "C", "C", "C", "H", "H", "H", "H", "H", "H", "H", "H", "H", "H", "H", "H", "H", "H"],
  "positions_angstrom": [[-0.284, -1.790, 0.616], [0.328, -0.432, 0.886], [0.779, -0.380, 2.330], [1.132, 0.225, -0.123], [0.068, 1.020, -1.269], [0.016, 0.693, -2.637], [-1.300, 0.553, -0.828], [0.469, -2.579, 0.735], [-1.086, -1.981, 1.343], [-0.717, -1.891, -0.380], [-1.024, 0.347, 0.362], [-0.015, -0.528, 3.073], [1.440, -1.257, 2.426], [1.380, 0.491, 2.609], [1.765, 1.009, 0.308], [1.736, -0.435, -0.750], [0.189, 2.096, -1.110], [0.191, 1.401, -3.444], [-0.145, -0.341, -2.934], [-1.557, -0.440, -1.201], [-2.120, 1.235, -1.054]],
  "gap_ev": [7.637, 7.722],
  "homo_ev": [-7.15, -7.37]
}

---

--- d ---
{
  "formula": "C7H14",
  "method": "wB97M-V/def2-TZVPD",
  "symbols": ["C", "C", "C", "C", "C", "C", "C", "H", "H", "H", "H", "H", "H", "H", "H", "H", "H", "H", "H", "H", "H"],
  "positions_angstrom": [[-1.706, -1.479, -0.467], [-0.729, -0.407, -0.926], [-1.097, 1.013, -0.676], [-0.069, 1.642, 0.801], [0.384, 0.056, -0.023], [0.540, -0.757, 1.254], [1.709, 0.266, -0.735], [-1.237, -2.467, -0.375], [-2.521, -1.562, -1.194], [-2.157, -1.208, 0.493], [-0.347, -0.616, -1.931], [-0.579, 1.625, -1.432], [-0.229, 2.635, 0.384], [0.958, 1.688, 1.214], [-0.755, 1.488, 1.630], [1.309, -0.320, 1.902], [0.852, -1.773, 0.986], [-0.389, -0.828, 1.826], [1.577, 0.773, -1.696], [2.401, 0.858, -0.124], [2.181, -0.705, -0.928]],
  "gap_ev": 8.382,
  "homo_ev": -7.53
}

---

Relative energies, in kJ/mol, with the most stable structure set to zero: a 0.0; b 701.9; c 399.2; d 392.7.

---

--- a ---
{
  "formula": "C7H14",
  "method": "wB97M-V/def2-TZVPD",
  "symbols": ["C", "C", "C", "C", "C", "C", "C", "H", "H", "H", "H", "H", "H", "H", "H", "H", "H", "H", "H", "H", "H"],
  "positions_angstrom": [[2.132, -0.671, -0.054], [0.822, -1.090, -0.756], [-0.086, 0.653, 0.963], [0.441, 1.993, 0.615], [-0.434, -0.165, -1.077], [-1.258, 0.295, 0.159], [-2.126, -0.813, 0.750], [2.860, -1.489, -0.140], [2.587, 0.210, -0.517], [1.986, -0.465, 1.006], [1.113, -1.384, -1.764], [0.442, -1.993, -0.255], [1.514, 2.106, 0.788], [-0.051, 2.602, 1.388], [0.176, 2.442, -0.355], [-0.146, 0.693, -1.698], [-1.069, -0.806, -1.691], [-1.866, 1.176, -0.094], [-2.578, -0.494, 1.693], [-1.526, -1.698, 0.970], [-2.932, -1.102, 0.069]],
  "gap_ev": 8.538,
  "homo_ev": -7.90
}

---

--- b ---
{
  "formula": "C7H14",
  "method": "wB97M-V/def2-TZVPD",
  "symbols": ["C", "C", "C", "C", "C", "C", "C", "H", "H", "H", "H", "H", "H", "H", "H", "H", "H", "H", "H", "H", "H"],
  "positions_angstrom": [[-0.915, 2.001, -0.252], [0.101, 1.026, -0.868], [-0.092, -0.418, -0.431], [-1.424, -1.004, -0.914], [1.116, -1.333, -0.469], [0.496, -0.972, 0.853], [1.240, -0.126, 1.863], [-0.669, 3.037, -0.509], [-1.922, 1.800, -0.631], [-0.960, 1.931, 0.843], [-0.041, 1.005, -1.980], [1.123, 1.354, -0.610], [-1.770, -0.593, -1.869], [-2.283, -0.883, -0.234], [-1.279, -2.067, -1.153], [1.011, -2.350, -0.844], [2.073, -0.878, -0.719], [-0.102, -1.762, 1.312], [0.544, 0.400, 2.527], [1.872, 0.626, 1.378], [1.890, -0.750, 2.486]],
  "gap_ev": 10.733,
  "smiles": "CC[C@@]1(C)C[C@H]1C",
  "homo_ev": -9.62
}

---

--- c ---
{
  "formula": "C7H14",
  "method": "wB97M-V/def2-TZVPD",
  "symbols": ["C", "C", "C", "C", "C", "C", "C", "H", "H", "H", "H", "H", "H", "H", "H", "H", "H", "H", "H", "H", "H"],
  "positions_angstrom": [[-2.461, -0.585, 1.641], [-1.257, -0.955, 0.679], [-0.976, 0.083, -0.356], [0.379, 0.799, -0.377], [2.199, 0.142, -1.903], [1.682, 0.038, -0.524], [2.000, 1.094, 0.386], [-2.450, -1.258, 2.498], [-2.309, 0.490, 1.997], [-3.394, -0.577, 1.171], [-0.401, -1.031, 1.393], [-1.382, -2.020, 0.348], [-4.335, -0.996, 1.799], [-1.249, -0.167, -1.376], [-4.656, -0.338, 1.527], [0.298, 1.634, -1.055], [1.442, -0.343, -2.534], [3.119, -0.497, -1.970], [2.460, 1.104, -2.316], [1.650, -1.035, -0.136], [1.895, 1.280, 1.408]],
  "gap_ev": 5.602,
  "homo_ev": -6.86
}

---

--- d ---
{
  "formula": "C7H14",
  "method": "wB97M-V/def2-TZVPD",
  "symbols": ["C", "C", "C", "C", "C", "C", "C", "H", "H", "H", "H", "H", "H", "H", "H", "H", "H", "H", "H", "H", "H"],
  "positions_angstrom": [[2.233, -1.636, 1.589], [0.844, -1.380, 1.005], [1.005, 0.008, 0.237], [-0.292, 0.669, -0.208], [-1.367, -0.060, -0.470], [-2.541, 0.366, -1.312], [-0.038, 1.993, -0.894], [3.057, -1.289, 0.970], [2.255, -1.020, 2.497], [2.394, -2.654, 1.947], [0.579, -2.106, 0.253], [0.045, -1.202, 1.723], [1.566, 0.678, 0.874], [1.363, -0.473, -0.666], [-1.537, -1.034, -0.042], [-2.252, 0.575, -2.352], [-3.213, -0.471, -1.490], [-3.063, 1.246, -0.945], [-0.421, 1.895, -1.918], [-0.461, 2.896, -0.463], [1.023, 2.073, -1.131]],
  "gap_ev": 9.904,
  "smiles": "C/C=C(\\C)CCC",
  "homo_ev": -8.83
}

---

Relative energies, in kJ/mol, with the most stable structure set to zero: a 301.2; b 0.0; c 924.7; d 79.2.